## 1
Below is a 2-piece molecular cluster, C4H10NP overall, with properties calculated with wB97M-V/def2-TZVPD.

## Properties
* lowest unoccupied orbital energy (spin up / spin down): -0.625 / -0.653 eV
* orbital gap (spin up / spin down): 7.618 / 7.379 eV

Structure (ORCA input):
```
! wB97M-V def2-TZVPD RIJCOSX def2/J DEFGRID3
* xyz 0 1
C -1.17305 0.64119 0.03885
C -0.54015 -0.49973 -0.30796
C -2.57639 1.01553 -0.24301
C 1.23266 -0.15275 1.26654
N 0.60362 -0.88837 0.24540
P 2.70851 -1.09098 -1.87412
H -0.65171 1.39871 0.86573
H -0.87533 -1.08874 -1.11813
H -3.19410 1.34910 0.54902
H -2.37846 1.91859 -0.78461
H -3.16761 0.32401 -0.87416
H 1.65290 0.72750 0.63673
H 0.39719 0.33231 1.95447
H 1.86311 -0.76184 1.81902
H 3.80749 -0.89927 -0.98865
H 2.29131 -2.32526 -1.18512
*
```

## 2
Below is a single C4H10NP molecule, with properties calculated with wB97M-V/def2-TZVPD.

## Properties
* lowest unoccupied orbital energy: 1.120 eV
* SMILES: CC(C)N1CP1
* orbital gap: 10.085 eV

Structure (ORCA input):
```
! wB97M-V def2-TZVPD RIJCOSX def2/J DEFGRID3
* xyz 0 1
C 0.79319 1.35893 0.45236
C 0.70016 -0.12466 0.23667
C 1.57226 -0.56365 -0.89648
N -0.82538 -0.73252 -0.22067
C -1.86488 -0.79555 0.76673
P -2.11692 0.38562 -0.51127
H -0.10839 1.46296 1.11460
H 1.70857 1.63111 1.19964
H 0.70804 2.15597 -0.45157
H 0.92341 -0.70539 1.19586
H 0.89493 -0.19679 -1.80481
H 1.83743 -1.57981 -1.09253
H 2.47917 0.14498 -0.97594
H -2.42581 -1.58750 0.61048
H -1.64295 -0.46616 1.86997
H -2.63283 -0.38756 -1.49305
*
```

## 3
Below is a single C4H10NP molecule, with properties calculated with wB97M-V/def2-TZVPD.

## Properties
* lowest unoccupied orbital energy: 1.112 eV
* SMILES: CP1NC1(C)C
* orbital gap: 10.159 eV

Structure (ORCA input):
```
! wB97M-V def2-TZVPD RIJCOSX def2/J DEFGRID3
* xyz 0 1
C 0.56610 1.70853 -1.68870
P 0.09711 1.87521 0.09881
N 1.17678 0.66885 0.72581
C -0.17208 0.13140 0.60780
C -0.94007 -0.06144 1.90116
C -0.34549 -1.02400 -0.34712
H 1.36860 0.98204 -1.79057
H 0.91407 2.67824 -2.04133
H -0.29958 1.41787 -2.28237
H 1.40923 0.75657 1.81422
H -0.86232 0.82710 2.53068
H -0.54432 -0.91422 2.45391
H -1.99395 -0.24555 1.69481
H -0.01315 -1.93791 0.14633
H 0.23870 -0.89701 -1.25112
H -1.39590 -1.13920 -0.61062
*
```

Decreasing stability: 3, 2, 1

## 1
Below is an isolated ion of composition C3H8N3 and charge +1, with properties calculated with wB97M-V/def2-TZVPD.

## Properties
* lowest unoccupied orbital energy: -3.950 eV
* SMILES: C[C@@H]1N=NC[NH2+]1
* orbital gap: 10.765 eV

Structure (ORCA input):
```
! wB97M-V def2-TZVPD RIJCOSX def2/J DEFGRID3
* xyz 1 1
C -1.57711 0.95685 -0.30812
C -0.28119 0.58402 0.50543
N 0.91889 1.28691 0.00238
N 1.82337 0.57407 -0.40793
C 1.51166 -0.90516 -0.18548
N 0.07218 -0.93578 0.20282
H -1.67100 2.08565 -0.13129
H -2.37065 0.50522 0.18890
H -1.46865 0.89360 -1.30358
H -0.33907 0.59690 1.62557
H 1.65873 -1.47289 -1.06909
H 2.41013 -1.27826 0.40430
H -0.61290 -1.27032 -0.55553
H -0.07441 -1.62081 1.03164
*
```

## 2
Below is an isolated ion of composition C3H8N3 and charge +1, with properties calculated with wB97M-V/def2-TZVPD.

## Properties
* lowest unoccupied orbital energy: -4.260 eV
* SMILES: C=NC(=[NH2+])NC
* orbital gap: 11.062 eV

Structure (ORCA input):
```
! wB97M-V def2-TZVPD RIJCOSX def2/J DEFGRID3
* xyz 1 1
C 0.22688 -0.92887 -2.42537
N 0.33392 0.03203 -1.64867
C -0.15130 -0.09635 -0.21637
N -0.77492 -1.15560 0.26020
N 0.31178 1.02205 0.35760
C 0.30247 1.31128 1.80945
H 0.57405 -0.75573 -3.41574
H -0.32389 -1.74112 -2.01261
H -0.91876 -2.05319 -0.26874
H -1.16055 -1.19719 1.19265
H 0.66204 1.66218 -0.30813
H 0.42513 0.30608 2.26166
H 1.11783 1.97056 2.24175
H -0.62466 1.62385 2.17233
*
```

Decreasing stability: 2, 1

## 1
Below is an isolated ion of composition C3H8N3 and charge +1, with properties calculated with wB97M-V/def2-TZVPD.

## Properties
* lowest unoccupied orbital energy (spin up / spin down): -5.297 / -5.298 eV
* orbital gap (spin up / spin down): 6.007 / 6.004 eV

Structure (ORCA input):
```
! wB97M-V def2-TZVPD RIJCOSX def2/J DEFGRID3
* xyz 1 1
C -1.74700 -0.78519 0.48351
C -0.22287 1.04284 -0.33680
C 1.41027 -0.92278 -0.72305
N -1.44718 0.29480 -0.21872
N 1.05549 0.40448 -0.49388
N 1.75651 -0.29504 0.59431
H -0.91893 -1.07583 1.26378
H -2.62173 -1.39843 0.41713
H -0.25887 1.64542 -1.28145
H -0.06782 1.79301 0.37585
H 2.27815 -1.16230 -1.25112
H -2.12689 0.68313 -0.90850
H 1.21007 -0.51840 1.45911
H 2.81830 -0.08776 0.70940
*
```

## 2
Below is an isolated ion of composition C3H8N3 and charge +1, with properties calculated with wB97M-V/def2-TZVPD.

## Properties
* lowest unoccupied orbital energy (spin up / spin down): -5.666 / -5.442 eV
* orbital gap (spin up / spin down): 8.844 / 8.927 eV

Structure (ORCA input):
```
! wB97M-V def2-TZVPD RIJCOSX def2/J DEFGRID3
* xyz 1 1
C -0.98906 1.05256 0.08410
C -0.27907 -1.06783 -0.45460
C 1.62531 0.00480 0.70106
N -1.13061 -0.33764 0.44212
N 0.30939 1.20419 -0.44459
N 0.87234 -0.11894 -0.52155
H -1.65805 1.38874 -0.73115
H -1.16639 1.71121 0.94230
H 0.00913 -2.03958 -0.05078
H -0.66554 -1.17792 -1.48074
H 2.57403 0.50390 0.66204
H 1.10180 -0.19430 1.61732
H -2.06517 -0.69019 0.58495
H 1.46189 -0.23898 -1.35046
*
```

Decreasing stability: 2, 1

## 1
Below is an isolated ion of composition C3H8N3 and charge +1, with properties calculated with wB97M-V/def2-TZVPD.

## Properties
* lowest unoccupied orbital energy: -4.494 eV
* SMILES: N[N+]1=CCNC1
* orbital gap: 9.120 eV

Structure (ORCA input):
```
! wB97M-V def2-TZVPD RIJCOSX def2/J DEFGRID3
* xyz 1 1
N -2.05893 -0.31889 -0.48154
N -0.70505 -0.08650 -0.20955
C 0.27006 -0.32122 -1.03821
C 1.53139 -0.25931 -0.31439
N 1.17510 0.18328 0.97979
C -0.17583 0.43002 1.05793
H -2.13538 -0.30546 -1.44236
H -2.69716 0.30739 0.01295
H 0.12526 -0.72454 -2.00790
H 1.91056 -1.22313 -0.13976
H 2.32506 0.25523 -0.86265
H 1.84316 0.79575 1.53353
H -0.81818 -0.16255 1.74408
H -0.59006 1.42994 1.16808
*
```

## 2
Below is a 2-piece molecular cluster, C3H8N3 overall, with properties calculated with wB97M-V/def2-TZVPD.

## Properties
* lowest unoccupied orbital energy: -3.459 eV
* orbital gap: 11.097 eV

Structure (ORCA input):
```
! wB97M-V def2-TZVPD RIJCOSX def2/J DEFGRID3
* xyz 1 1
C -2.37422 0.56693 0.26111
C -1.86968 -0.37228 0.86508
C 1.57642 -0.69134 -0.01194
N 1.66320 0.07723 1.12153
N 0.92388 -0.67692 -1.03541
N -0.00157 0.36415 -1.35793
H -3.12096 1.33000 0.22542
H -0.84540 0.31135 -0.73768
H -1.36618 -1.33396 0.99235
H 2.05084 -1.65729 -0.02694
H 1.84492 -0.41026 1.96036
H 0.32441 1.28212 -1.25071
H -0.24616 0.17855 -2.37606
H 1.44051 1.03173 1.37083
*
```

## 3
Below is a 2-piece molecular cluster, C3H8N3 overall, with properties calculated with wB97M-V/def2-TZVPD.

## Properties
* lowest unoccupied orbital energy: -4.187 eV
* orbital gap: 9.779 eV

Structure (ORCA input):
```
! wB97M-V def2-TZVPD RIJCOSX def2/J DEFGRID3
* xyz 1 1
C 0.17478 -1.71494 0.91244
C 0.43056 1.61341 -1.73444
C -0.97116 -1.23604 1.67073
N 0.59244 -0.78303 0.17776
N 0.74977 1.38830 -2.88057
N -0.06700 1.70886 -0.56744
H 0.52091 -2.80592 0.93807
H -1.26264 -0.22607 1.52434
H -1.78296 -1.83170 1.97571
H -0.36847 -1.22051 2.65777
H 1.48335 -1.04197 -0.45338
H 0.52478 1.64057 -3.79655
H -0.11466 2.62057 -0.04494
H 0.20933 0.09112 0.19855
*
```

## 4
Below is an isolated ion of composition C3H8N3 and charge +1, with properties calculated with wB97M-V/def2-TZVPD.

## Properties
* lowest unoccupied orbital energy: -4.460 eV
* SMILES: [H]/N=C/C(N)=[NH+]/C
* orbital gap: 10.866 eV

Structure (ORCA input):
```
! wB97M-V def2-TZVPD RIJCOSX def2/J DEFGRID3
* xyz 1 1
H 3.05123 1.26952 -1.34783
N 2.43870 0.82765 -0.60790
C 1.25345 0.73911 -0.94466
C 0.33603 0.00755 0.05961
N 0.94157 -0.37055 1.11818
N -0.93293 -0.04982 -0.35399
C -2.01657 -0.67825 0.32635
H 0.71670 1.29662 -1.70492
H 0.63921 -1.04972 1.87451
H 1.80360 0.17644 1.33356
H -1.05727 0.34229 -1.24134
H -1.88560 -0.87566 1.42772
H -2.93494 -0.07248 0.21438
H -2.35319 -1.56270 -0.15367
*
```

Decreasing stability: 4, 3, 1, 2